1.
The following is a quantum chemistry calculation of a cluster of 4 separate species, C30H69BN6O9PS in total in a non-equilibrium geometry, from the OMol25 dataset.

- Net charge: +1
- Energy: -80386.0235 eV
- 2S+1: 1
- Relative energy (zero: lowest compared OMol25 entry of this formula, charge and spin): 0.754 eV

```
117
C30H69BN6O9PS ωB97M-V with the def2-TZVPD basis set
C 3.059 -0.168 0.972
O 2.992 1.017 0.178
C 1.668 1.461 -0.050
C 1.306 1.305 -1.550
C 0.307 0.178 -1.847
N -1.089 0.553 -1.528
N -1.432 1.744 -2.038
C -2.644 2.144 -1.802
C -3.010 3.518 -2.348
B -2.976 4.655 -1.209
O -4.167 4.975 -0.569
O -1.790 5.299 -0.938
C -3.673 1.461 -1.101
C -3.306 0.237 -0.584
P -4.537 -0.765 0.354
N -4.253 -0.844 1.888
C -1.957 -0.150 -0.830
C -1.522 -1.486 -0.221
C -1.741 -2.725 -1.159
C -1.284 -2.573 -2.618
S 0.460 -3.079 -2.907
H 3.947 -0.755 0.714
H 2.164 -0.777 0.778
H 3.153 0.088 2.035
H 1.681 2.540 0.163
H 0.941 1.006 0.640
H 2.234 1.029 -2.063
H 1.007 2.271 -1.963
H 0.649 -0.719 -1.345
H 0.331 0.005 -2.928
H -2.319 3.768 -3.160
H -4.016 3.423 -2.774
H -4.164 4.486 0.268
H -1.215 4.817 -0.333
H -4.675 1.857 -0.974
H -4.486 -2.052 -0.235
H -5.784 -0.209 0.001
H -4.107 -1.810 2.167
H -2.120 -1.682 0.676
H -0.495 -1.434 0.155
H -2.782 -3.045 -1.054
H -1.130 -3.527 -0.728
H -1.483 -1.593 -3.066
H -1.863 -3.294 -3.206
H 0.984 -2.999 -1.662
C 1.975 -8.354 -5.891
O 3.067 -8.634 -5.035
C 4.291 -8.882 -5.720
C 5.278 -7.754 -5.495
N 4.858 -6.537 -6.183
C 5.612 -5.344 -5.803
C 5.528 -4.875 -4.352
O 4.249 -4.389 -3.970
C 3.326 -5.382 -3.559
H 1.070 -8.353 -5.285
H 2.076 -7.370 -6.361
H 1.873 -9.121 -6.664
H 4.127 -9.063 -6.786
H 4.711 -9.796 -5.291
H 6.260 -8.056 -5.871
H 5.359 -7.599 -4.412
H 3.881 -6.370 -5.983
H 5.249 -4.530 -6.436
H 6.664 -5.498 -6.063
H 6.206 -4.024 -4.251
H 5.883 -5.630 -3.642
H 3.814 -6.229 -3.071
H 2.730 -5.724 -4.409
H 2.639 -4.922 -2.847
C 7.215 -0.398 2.786
O 5.989 -0.378 3.497
C 6.003 -1.163 4.687
C 5.956 -0.283 5.921
N 7.205 0.446 6.100
C 7.144 1.503 7.110
C 6.187 2.669 6.870
O 6.547 3.504 5.784
C 6.108 3.064 4.512
H 7.048 0.082 1.822
H 7.993 0.160 3.315
H 7.553 -1.423 2.610
H 6.860 -1.841 4.713
H 5.097 -1.776 4.669
H 5.778 -0.909 6.801
H 5.102 0.399 5.807
H 7.467 0.867 5.219
H 8.153 1.915 7.193
H 6.910 1.047 8.077
H 6.232 3.307 7.757
H 5.142 2.348 6.783
H 5.158 2.527 4.566
H 6.867 2.439 4.033
H 5.972 3.945 3.885
C -8.398 6.393 -0.983
O -9.209 6.619 0.154
C -10.232 5.647 0.341
C -9.946 4.787 1.557
N -8.809 3.900 1.324
C -8.311 3.236 2.527
C -7.743 4.108 3.646
O -6.534 4.765 3.304
C -6.690 5.995 2.613
H -7.773 7.273 -1.125
H -7.743 5.526 -0.842
H -9.007 6.251 -1.880
H -10.379 5.037 -0.555
H -11.159 6.198 0.521
H -10.829 4.183 1.785
H -9.765 5.462 2.402
H -8.053 4.440 0.925
H -7.516 2.557 2.204
H -9.111 2.612 2.937
H -7.491 3.441 4.475
H -8.474 4.819 4.044
H -7.593 6.532 2.911
H -6.686 5.829 1.533
H -5.827 6.620 2.849
```

---

2.
The following is a quantum chemistry calculation of a cluster of 5 separate species, C30H69ClIO15PS in total in a non-equilibrium geometry, from the OMol25 dataset.

- SMILES: CC[C@H](I)P(Cl)CCCS(=O)(=O)O.COCCOCCOC.COCCOCCOC.COCCOCCOC.COCCOCCOC
- Energy: -103677.2689 eV
- 2S+1: 1
- Relative energy (zero: lowest compared OMol25 entry of this formula, charge and spin): 4.691 eV

```
118
C30H69ClIO15PS ωB97M-V with the def2-TZVPD basis set
C -0.805 -2.568 1.418
C -0.210 -1.201 2.101
C -1.339 -0.105 2.561
I -2.048 -0.444 4.636
P -2.789 0.104 1.299
Cl -1.810 0.933 -0.443
C -3.986 1.399 2.029
C -5.501 0.860 2.337
C -5.616 -0.719 2.756
S -6.517 -1.594 1.358
O -8.038 -1.206 1.526
O -5.986 -1.197 -0.056
O -6.475 -3.307 1.632
H -1.283 -3.324 2.181
H 0.132 -3.139 0.948
H -1.537 -2.379 0.508
H 0.364 -1.545 3.088
H 0.630 -0.705 1.414
H -0.785 0.951 2.585
H -3.536 1.937 2.977
H -4.099 2.252 1.201
H -6.255 1.066 1.462
H -5.905 1.486 3.266
H -4.618 -1.224 3.096
H -6.345 -0.775 3.699
H -6.479 -3.361 2.648
C 1.036 -1.034 -2.671
O 1.046 0.012 -3.630
C 0.205 1.104 -3.257
C 0.707 2.408 -3.880
O 1.845 2.960 -3.205
C 3.087 2.270 -3.401
C 3.666 2.453 -4.807
O 2.993 1.604 -5.739
C 3.035 2.115 -7.062
H 0.040 -1.476 -2.601
H 1.746 -1.800 -2.996
H 1.360 -0.659 -1.697
H 0.175 1.213 -2.164
H -0.802 0.883 -3.624
H -0.085 3.158 -3.775
H 0.896 2.305 -4.951
H 2.998 1.217 -3.128
H 3.785 2.722 -2.687
H 4.723 2.168 -4.808
H 3.575 3.505 -5.102
H 2.575 3.105 -7.103
H 2.460 1.444 -7.706
H 4.066 2.159 -7.422
C 3.821 -4.804 6.853
O 4.397 -3.608 6.351
C 4.542 -3.628 4.930
C 4.513 -2.206 4.366
O 3.194 -1.648 4.296
C 2.604 -1.273 5.548
C 3.241 -0.026 6.167
O 4.479 -0.358 6.798
C 5.370 0.745 6.854
H 4.481 -5.653 6.664
H 3.687 -4.689 7.933
H 2.839 -4.972 6.403
H 3.739 -4.217 4.467
H 5.506 -4.094 4.704
H 4.866 -2.247 3.330
H 5.195 -1.538 4.899
H 2.588 -2.114 6.243
H 1.559 -1.038 5.317
H 2.579 0.380 6.940
H 3.391 0.730 5.389
H 5.583 1.115 5.848
H 6.309 0.405 7.299
H 4.951 1.543 7.472
C 7.977 1.240 -12.637
O 6.841 2.090 -12.577
C 5.848 1.610 -11.671
C 5.011 2.770 -11.126
O 5.680 3.523 -10.105
C 6.749 4.370 -10.551
C 6.266 5.598 -11.326
O 5.928 5.241 -12.668
C 4.963 6.114 -13.233
H 7.699 0.263 -13.037
H 8.713 1.703 -13.301
H 8.426 1.136 -11.646
H 6.315 1.075 -10.833
H 5.204 0.920 -12.225
H 4.125 2.346 -10.639
H 4.646 3.422 -11.922
H 7.496 3.800 -11.107
H 7.241 4.720 -9.636
H 7.070 6.340 -11.377
H 5.403 6.036 -10.811
H 4.049 6.111 -12.634
H 4.718 5.751 -14.234
H 5.364 7.128 -13.309
C -10.931 -0.948 7.632
O -9.992 -2.011 7.675
C -9.547 -2.399 6.375
C -8.145 -3.008 6.445
O -7.106 -2.030 6.586
C -7.008 -1.402 7.872
C -6.463 -2.331 8.960
O -7.487 -3.216 9.419
C -6.961 -4.427 9.940
H -11.842 -1.266 7.122
H -11.176 -0.669 8.661
H -10.496 -0.077 7.136
H -9.533 -1.535 5.697
H -10.253 -3.143 5.994
H -7.946 -3.506 5.489
H -8.070 -3.778 7.216
H -7.956 -0.944 8.160
H -6.293 -0.582 7.740
H -6.134 -1.737 9.820
H -5.611 -2.894 8.563
H -6.372 -4.945 9.178
H -7.797 -5.071 10.222
H -6.349 -4.229 10.823
```

---

no.,Kohn-Sham gap (hartree)
1,0.1908
2,0.3117